This record from the OMol25 dataset describes C22H30F2N5OSTl as an isolated structure. The level of theory is ωB97M-V/def2-TZVPD.

Net charge = -2
E_tot = -53756.7516 eV
Kohn-Sham gap = 4.4 eV

XYZ file:
```
62
Properties=species:S:1:pos:R:3:forces:R:3:mulliken_charge:R:1
Tl 1.03532 0.28871 0.11182 0.5 -0.8 -0.5 0.584
F 6.33786 2.60949 0.52815 0.0 0.0 0.0 -0.374
C 5.35482 2.05794 -0.25841 0.0 0.0 0.0 0.550
C 4.08230 1.89638 0.24875 -0.1 0.0 0.1 -0.566
C 3.07706 1.35403 -0.55040 -0.1 0.1 0.0 -0.611
C 3.38268 0.97613 -1.87080 -0.1 0.1 -0.1 0.367
C 4.68163 1.14019 -2.31697 0.0 0.0 0.0 0.395
F 5.05060 0.74805 -3.57064 0.0 0.0 0.0 -0.351
C 5.69446 1.68287 -1.53940 0.0 0.0 0.0 -0.794
C 2.25920 0.45166 -2.71842 0.0 0.0 0.1 0.564
C 2.06287 0.87269 -4.01702 -0.1 0.0 -0.1 -0.973
C 0.81278 0.51119 -4.62599 0.1 0.0 0.1 -0.110
C -0.12058 -0.19481 -3.95674 0.0 0.0 0.1 -1.224
C 0.08759 -0.62127 -2.52271 -0.2 0.2 0.2 0.656
N 1.43448 -0.34801 -2.04492 0.3 -0.1 -0.3 -0.567
H 3.89085 2.18958 1.27765 0.0 0.0 0.0 0.373
H 6.69550 1.80546 -1.92881 0.0 0.0 0.0 0.444
H 2.78366 1.50112 -4.51995 0.0 0.0 0.0 0.314
H 0.61228 0.84074 -5.64469 0.0 0.0 0.0 0.318
H -1.08705 -0.42794 -4.39397 0.0 0.0 -0.1 0.405
H -0.08064 -1.71454 -2.44564 0.0 0.0 0.0 0.049
C -1.91415 0.47852 2.94079 0.0 -0.1 0.1 -0.723
N -2.20364 -0.51965 1.92677 -0.1 0.1 -0.2 0.568
C -3.62841 -0.50809 1.63264 0.0 0.0 0.2 -0.741
N -4.43781 -0.79179 2.84027 0.0 0.0 0.0 0.135
C -4.09471 0.21038 3.85203 0.1 0.0 0.0 -0.704
N -2.66871 0.22355 4.19078 0.0 0.0 -0.1 -0.030
C -2.30292 -1.12169 4.65149 0.0 0.0 0.0 -0.765
N -2.59493 -2.16613 3.66563 0.0 0.0 0.0 -0.009
C -1.84508 -1.83535 2.43126 0.0 0.0 0.0 -0.335
C -4.02362 -2.10147 3.35214 0.0 0.0 0.0 -0.654
H -2.18756 1.46668 2.56349 0.0 0.0 0.0 0.276
H -0.84440 0.46545 3.15634 0.0 0.0 0.0 0.296
H -3.83904 -1.25366 0.86685 0.0 0.0 0.0 0.182
H -3.91175 0.47371 1.24711 0.0 0.0 0.0 0.175
H -4.67154 0.00711 4.76017 0.0 0.0 0.0 0.333
H -4.37003 1.19790 3.47339 0.0 0.0 0.0 0.339
H -2.85329 -1.33975 5.57261 0.0 0.0 0.0 0.331
H -1.23299 -1.13599 4.86735 0.0 0.0 0.0 0.378
H -2.07067 -2.58023 1.66579 0.0 0.0 0.0 0.191
H -0.77785 -1.85877 2.64189 0.0 0.0 0.0 -0.142
H -4.59402 -2.31838 4.26138 0.0 0.0 0.0 0.366
H -4.25431 -2.85984 2.60064 0.0 0.0 0.0 0.323
C 1.79798 -1.07955 1.59633 -0.3 0.3 0.4 -1.136
H 2.43714 -0.44418 2.23456 0.0 0.0 0.0 0.067
H 1.08095 -1.55480 2.28014 0.0 0.0 0.0 0.494
C -4.84734 -2.89356 -2.11453 0.0 0.0 0.0 -1.179
C -4.78387 -1.38490 -1.91693 0.2 -0.1 0.0 -0.410
S -3.00705 -0.89818 -1.77256 -0.5 -0.2 -0.1 -0.040
O -0.77733 0.01917 -1.63078 0.4 0.4 0.2 -0.563
C -3.33956 0.87560 -1.60252 0.1 0.0 0.0 -0.275
C -3.19483 1.62960 -2.91467 0.0 0.0 0.0 -1.284
H -5.87296 -3.26484 -2.19940 0.0 0.0 0.0 0.387
H -4.36616 -3.40655 -1.27708 0.0 0.0 0.0 0.211
H -4.30338 -3.17830 -3.01848 0.0 0.0 0.0 0.295
H -5.32060 -1.09366 -1.00632 -0.1 0.0 0.0 0.254
H -5.24120 -0.86701 -2.76614 -0.1 0.0 0.0 0.348
H -2.60621 1.24038 -0.88595 0.0 0.0 0.0 0.134
H -4.34778 0.98732 -1.19120 0.0 0.0 0.0 0.574
H -2.17024 1.52183 -3.27067 0.0 0.0 0.0 0.235
H -3.41688 2.69510 -2.78252 0.0 0.0 0.0 0.401
H -3.87357 1.22894 -3.67417 0.0 0.0 0.0 0.246
```
Forces are in eV/Å.

***

This record from the OMol25 dataset describes C34H35ClN5O5PPdS4 as an isolated structure. The level of theory is ωB97M-V/def2-TZVPD.

Net charge = 0
E_tot = -122139.6073 eV
Energy above the lowest of the compared OMol25 structures with the same formula, charge and spin = 5.5 kcal per mole
Kohn-Sham gap (alpha / beta) = 7.3 / 6.1 eV
Multiplicity = 3

XYZ file:
```
86
Properties=species:S:1:pos:R:3:forces:R:3:mulliken_charge:R:1
Pd 0.69877 0.38352 0.45302 0.2 -1.3 -0.2 0.481
C 2.28163 3.03207 2.15268 0.1 0.0 0.1 -1.103
C 1.31339 2.98676 3.32709 0.0 0.0 0.0 0.668
C 1.83257 3.91535 4.43018 0.1 0.0 0.0 -1.678
C 1.15186 1.56351 3.86359 -0.1 0.0 -0.1 -0.110
C 0.44420 1.50250 5.21550 0.0 -0.1 0.0 -0.712
O -0.39601 0.33983 5.12510 0.2 0.1 -0.1 -0.433
C -0.43440 0.00280 3.80942 -0.2 -0.4 0.1 0.027
N 0.33336 0.63988 3.02437 -0.1 0.3 -0.2 0.703
C -1.35915 -1.15535 3.57018 0.1 0.2 0.0 0.949
C -2.05832 -1.60830 4.69910 0.0 0.0 0.0 -0.985
C -2.88815 -2.71179 4.64945 0.0 0.0 0.0 -0.730
C -3.03331 -3.40875 3.46156 0.0 0.0 0.0 -0.822
C -2.35632 -2.97138 2.34080 0.0 0.0 -0.1 -0.633
C -1.52745 -1.84522 2.36154 0.0 0.0 0.0 0.055
P -0.82150 -1.42532 0.71891 0.0 -0.1 0.2 1.615
C -2.29447 -1.12309 -0.29739 0.1 -0.1 -0.1 1.061
C -2.13082 -1.07609 -1.68407 0.0 0.0 0.1 -0.863
C -3.19998 -0.76182 -2.50511 0.0 0.0 0.0 -0.915
C -4.44171 -0.47784 -1.94893 0.0 0.0 0.0 -1.012
C -4.60570 -0.50312 -0.57170 0.1 0.0 0.0 -0.765
C -3.53528 -0.82414 0.25495 -0.1 0.1 0.0 -0.836
C -0.15832 -3.04795 0.23130 0.1 0.0 0.1 0.752
C -0.66448 -3.82802 -0.79779 0.0 -0.1 -0.1 0.182
C -0.08196 -5.05568 -1.09116 0.0 0.0 0.0 -0.792
C 1.00158 -5.51089 -0.35629 0.0 0.0 0.0 -0.580
C 1.50428 -4.73870 0.68349 0.0 0.0 0.0 -0.843
C 0.92707 -3.51351 0.97390 0.0 0.0 0.0 -0.608
H 2.32957 4.03600 1.72601 0.0 0.0 0.0 0.412
H 1.99095 2.35888 1.35124 0.0 0.1 0.1 -0.082
H 3.28723 2.74854 2.48540 0.0 0.0 0.0 0.316
H 0.33333 3.32930 2.98678 0.0 0.0 0.1 0.205
H 2.75754 3.52049 4.86745 -0.1 0.0 0.0 0.357
H 1.11930 4.07774 5.23910 0.0 0.0 0.0 0.403
H 2.06696 4.89404 4.00753 0.0 0.0 0.0 0.438
H 2.14960 1.11620 3.92147 0.0 -0.1 0.0 0.253
H -0.19761 2.36450 5.39018 -0.1 0.1 0.0 0.357
H 1.11395 1.37113 6.06094 0.0 0.0 0.0 0.266
H -1.93734 -1.08394 5.63263 0.0 0.0 0.0 0.483
H -3.41124 -3.02895 5.54289 0.0 0.0 0.0 0.404
H -3.66989 -4.28271 3.40355 0.0 0.0 0.0 0.452
H -2.47762 -3.51317 1.41111 0.0 0.0 0.0 0.424
H -1.15383 -1.23565 -2.12033 0.0 0.0 0.0 0.624
H -3.05299 -0.70543 -3.57706 0.0 0.0 0.0 0.525
H -5.27678 -0.22057 -2.58961 0.0 0.0 0.0 0.415
H -5.56661 -0.26477 -0.13294 0.0 0.0 0.0 0.431
H -3.67397 -0.82020 1.32874 0.0 0.0 0.0 0.355
H -1.50993 -3.48757 -1.37984 0.0 0.0 0.0 0.487
H -0.47893 -5.65392 -1.90156 0.0 0.0 0.0 0.445
H 1.45347 -6.46644 -0.59124 0.0 0.0 0.0 0.393
H 2.34874 -5.08817 1.26417 0.0 0.0 0.0 0.440
H 1.32957 -2.91465 1.78265 0.0 0.0 0.0 0.304
O -1.00381 1.49101 -0.99650 0.2 0.5 0.3 -0.424
Cl -0.36499 2.71328 -0.49445 0.0 0.1 -0.2 1.381
O 1.09099 2.54856 -0.72374 -0.6 0.2 0.1 -0.704
O -0.85320 3.87156 -1.16953 0.2 -0.4 0.3 -0.734
O -0.58876 2.76203 0.93789 -0.1 0.4 -0.5 -0.605
S 1.63729 0.73047 -7.11735 -0.1 0.0 0.1 -0.360
C 1.22826 0.41492 -5.54109 -0.1 0.0 0.1 0.242
S 2.34507 -0.31666 -4.43229 0.3 -0.1 0.1 -0.155
C 1.19425 -0.20464 -3.12668 0.0 0.0 0.1 0.219
N 0.07791 0.32234 -3.48373 0.1 -0.1 -0.4 -0.117
N 0.09312 0.65119 -4.83840 -0.4 0.1 0.2 0.147
C -1.14182 1.21045 -5.31519 0.2 0.0 0.1 0.382
C -1.55256 1.03454 -6.62767 -0.1 0.0 -0.1 -0.577
C -2.77092 1.56683 -7.03199 0.0 0.0 0.0 -0.682
C -3.57624 2.26409 -6.14382 0.1 0.0 0.0 -0.556
C -3.15455 2.42567 -4.82945 0.0 0.0 0.0 -0.679
C -1.94276 1.90079 -4.40966 0.0 0.1 0.0 -0.201
S 1.62954 -0.85326 -1.56508 -0.2 0.2 -0.2 -0.311
H -0.93356 0.49281 -7.32640 0.0 0.0 0.0 0.336
H -3.08613 1.42770 -8.05850 0.0 0.0 0.0 0.368
H -4.52136 2.67924 -6.47204 0.0 0.0 0.0 0.397
H -3.76609 2.96518 -4.11583 0.0 0.0 0.0 0.468
H -1.62290 2.01507 -3.38445 0.0 0.0 0.0 0.598
C 6.50889 0.64419 0.41287 0.0 0.0 0.1 -1.111
N 5.33845 0.06804 1.04658 -0.1 0.0 0.0 -0.175
C 4.07766 0.27439 0.63420 0.1 -0.1 -0.1 0.843
N 3.89942 1.10781 -0.38135 -0.2 0.1 0.1 0.002
S 2.80202 -0.53143 1.44973 0.2 0.3 -0.1 -0.506
H 7.38157 0.38240 1.00349 0.0 0.0 0.0 0.340
H 6.44324 1.73351 0.38523 0.0 0.0 0.0 0.337
H 6.65193 0.26511 -0.60192 0.0 0.0 0.0 0.340
H 5.45275 -0.61513 1.77448 0.0 0.0 0.0 0.268
H 4.67465 1.51113 -0.87561 0.0 0.0 0.0 0.223
H 2.97779 1.21689 -0.78467 0.0 0.0 0.0 -0.172
```
Forces are in eV/Å.